33
Properties=species:S:1:pos:R:3 method="wB97M-V/def2-TZVPD" charge=-2 energy_ha=-5412.11655 orbital_gap_ev=5.920
H -0.980 -3.943 -0.120
O 0.692 -0.402 -1.965
O -1.039 -1.991 0.311
C 0.865 -3.351 0.858
C 1.250 -4.695 0.866
C 2.936 -2.788 1.972
C -0.158 0.106 -2.806
O 1.373 -1.101 1.398
Cl 4.011 -1.611 2.681
C -1.540 0.596 -2.137
C -1.943 0.509 3.971
C 3.286 -4.106 1.981
C 1.696 -2.317 1.397
O -0.018 0.212 -4.008
C -0.463 -3.059 0.306
H -3.607 -0.465 2.825
C -2.671 0.064 2.888
Se 1.919 4.783 1.582
O -1.477 0.791 -0.843
N 1.498 2.179 0.182
N -1.971 0.418 1.804
C 1.655 3.196 0.727
H -2.165 0.298 0.793
H 0.585 -5.439 0.438
Ca 0.363 0.208 -0.008
I -2.461 0.310 5.952
C 2.440 -5.074 1.418
Cl 2.929 -6.768 1.444
N -0.826 1.054 2.107
H 4.225 -4.407 2.430
C -0.797 1.125 3.430
O -2.524 0.730 -2.832
H 0.032 1.602 3.928

---

17
Properties=species:S:1:pos:R:3 method="wB97M-V/def2-TZVPD" e_above_lowest_ev=3.400 charge=0 energy_ha=-459.02525 orbital_gap_ev=9.615
C -1.165 0.297 1.336
C -2.039 2.096 -0.434
C 2.507 -1.353 -0.253
O -0.448 -2.076 0.260
H -1.245 2.386 -1.125
H -2.339 2.977 0.142
H -2.900 1.737 -1.004
H -0.894 -0.727 -1.580
H 2.290 -2.422 -0.291
H 2.447 -0.964 -1.271
C 0.017 -0.953 0.161
C 1.475 -0.670 0.600
H -1.139 -0.014 2.352
H 3.501 -1.185 0.156
C -1.567 1.084 0.483
O 1.724 0.005 1.566
O -0.225 -0.220 -1.096

---

25
Properties=species:S:1:pos:R:3 method="wB97M-V/def2-TZVPD" e_above_lowest_ev=0.526 charge=0 energy_ha=-1072.23308 orbital_gap_ev=9.509
C -1.242 0.650 -1.982
H 1.609 -0.942 -2.796
C -1.328 -1.790 -0.074
N 0.981 0.501 0.001
N 0.479 0.729 2.740
H -0.058 1.077 4.618
H -0.836 1.755 -2.117
H -1.061 -2.828 -0.333
H 2.047 -1.003 1.261
H 2.856 0.668 1.032
H -1.254 -1.568 1.053
H -2.352 -1.567 -0.473
C 0.123 1.107 1.518
C -0.777 2.095 1.365
H 1.305 -2.264 -2.112
H 0.230 -1.871 -3.133
H -1.326 2.575 0.537
H 2.726 -0.210 -0.327
C -0.206 1.369 3.617
Si -0.108 -0.504 -0.942
S -1.333 2.541 2.953
C 0.799 -1.422 -2.321
H -1.287 0.199 -3.077
H -2.156 0.765 -1.521
C 2.169 -0.061 0.514

---

105
Properties=species:S:1:pos:R:3 method="wB97M-V/def2-TZVPD" e_above_lowest_ev=1.094 charge=0 energy_ha=-4336.90314 orbital_gap_ev="6.310 / 6.482"
C 1.978 -2.503 5.075
C -3.527 4.144 1.207
N -2.562 3.233 -1.413
S 3.667 -0.592 3.844
N 3.589 0.971 1.626
H -4.038 -1.401 3.455
H -3.052 3.551 -3.971
C 0.767 -3.175 5.032
C 3.084 -2.049 -5.459
C -6.133 -1.804 1.249
H 1.405 1.913 -2.738
O 4.138 -4.194 -3.541
O 3.672 -1.049 -5.811
H 3.495 0.526 -1.625
H 0.852 -3.626 -5.963
N -0.480 2.431 -2.059
H -2.571 0.223 4.618
C 0.108 -1.983 3.032
Ti -0.436 1.714 -0.086
H 2.955 3.274 4.846
H -1.415 -3.256 -4.977
N 0.226 -0.755 -3.450
C -2.492 0.068 3.552
S -1.881 -0.286 -0.860
N -1.447 0.589 1.493
H -1.721 -1.400 -3.349
Si -4.397 -2.320 0.769
H 0.613 -1.123 -0.228
C 2.203 3.984 1.136
H -4.665 -4.742 1.270
C -0.578 -2.628 -4.704
C -2.594 5.023 3.242
H -0.905 1.493 3.254
C 0.679 -2.834 -5.244
C -2.049 3.216 -3.750
H 2.201 -0.239 -3.728
H -4.040 -3.884 2.681
C -4.318 -2.536 -1.083
C 3.728 -0.512 -1.406
H -4.632 5.312 2.620
C -2.297 3.568 0.916
C -0.754 -1.584 -3.804
C -1.719 2.955 -2.383
N -1.976 2.865 -0.240
C 3.723 4.065 3.002
H -1.329 3.294 -5.739
C 3.478 -4.404 -4.780
H 2.945 -3.123 -1.515
C -1.097 3.075 -4.704
H 1.964 4.204 0.102
H 4.192 4.771 1.029
H 2.695 -2.704 5.859
H -4.336 4.030 0.499
C 0.448 2.311 -3.049
C -3.309 -0.838 2.880
C 2.900 0.098 2.422
C 2.242 -1.571 4.082
C -0.156 -2.918 4.017
H 0.769 2.672 3.904
N 3.613 -3.306 -5.701
C -1.196 3.707 1.787
H 0.537 -3.908 5.794
C 1.211 3.404 1.932
O 1.324 0.730 -0.679
C 1.319 -1.295 3.065
H 4.041 -1.020 -2.320
C 1.513 3.140 3.273
H -2.964 -4.267 1.335
H -1.096 -3.453 4.001
C -1.363 4.456 2.956
H 2.981 1.466 0.983
H -5.066 -3.280 -1.372
H -6.382 -0.841 0.800
H 3.384 -2.772 0.173
C -3.677 4.863 2.380
H 2.435 -4.554 -4.524
C 1.452 -0.512 -0.563
H 4.682 4.339 3.422
C 2.644 -2.594 -0.611
C -1.572 0.769 2.810
C 0.210 2.638 -4.345
H 0.991 2.525 -5.084
H -0.530 4.615 3.628
H 4.510 -3.233 -6.162
H 5.091 -4.220 -3.680
C 2.749 3.476 3.802
H 1.680 -2.967 -0.271
H 3.855 -5.302 -5.272
H -6.248 -1.706 2.330
H -0.612 -1.772 2.250
H -6.864 -2.538 0.902
N 1.713 -0.325 2.153
H -3.337 -2.882 -1.410
C -2.244 -0.280 0.833
H -4.531 -1.604 -1.607
C 1.711 -1.980 -4.875
C 1.422 -0.948 -3.991
H 4.213 1.603 2.106
N 2.545 -1.169 -0.879
C 3.446 4.307 1.663
C -3.979 -3.954 1.592
H 4.535 -0.549 -0.673
N -0.027 3.091 1.338
H -2.709 5.603 4.149
C -3.218 -1.041 1.507

---

56
Properties=species:S:1:pos:R:3 method="wB97M-V/def2-TZVPD" e_above_lowest_ev=0.000 charge=0 energy_ha=-1550.67957 orbital_gap_ev=9.681
H 1.074 4.452 -3.205
H -1.794 -1.518 4.693
H -1.483 3.239 -0.518
C 1.863 5.723 -0.950
H -1.183 -0.114 3.801
C 1.584 2.421 -2.777
H 1.246 2.020 -3.718
C 2.123 1.558 -1.843
O 2.712 -0.405 -3.511
C 1.945 4.260 -1.259
H -3.547 0.922 -2.553
C -3.230 1.539 -1.716
O 0.010 -2.934 -1.507
H -2.003 -0.401 -0.036
O -0.795 -3.342 3.135
H -2.079 -0.821 -1.752
C -1.320 2.199 -0.242
H 1.315 -3.924 1.548
H 0.299 -1.264 -2.897
H 1.020 6.181 -1.460
H -0.024 -0.504 1.525
C -1.005 -1.159 4.039
H 3.000 1.317 0.075
H -1.740 -4.126 1.483
C 2.580 2.022 -0.626
C -1.566 -0.198 -1.017
C 0.044 -2.092 -0.626
N 0.492 -0.445 -2.325
C -0.979 -1.994 2.766
N 0.181 -2.413 0.672
H -0.594 -6.330 1.701
H -1.941 -1.897 2.229
C -0.090 -0.614 -1.009
S 2.147 -0.189 -2.215
H 2.847 3.744 0.613
H 1.767 5.891 0.120
O 2.704 -0.886 -1.085
H -3.864 1.311 -0.862
C -0.776 -4.211 2.016
H 0.494 0.018 -0.339
H -3.380 2.582 -1.985
H -1.151 1.490 -2.259
H 1.105 -1.607 2.345
H 0.363 -5.705 3.055
H -0.262 2.078 -0.025
C -1.764 1.279 -1.378
H -1.384 -5.879 3.222
C 2.492 3.374 -0.337
C 1.496 3.770 -2.482
H 0.320 -4.407 0.145
H 2.772 6.222 -1.288
H -1.892 1.992 0.661
C 0.346 -3.804 1.052
C 0.146 -1.536 1.817
C -0.585 -5.629 2.530
H -0.057 -1.255 4.559